Here is C18H33O7Y as an isolated structure from OMol25. Energies are from ωB97M-V/def2-TZVPD.

Values from the calculation:
F_max (eV Å⁻¹): 6.51
HOMO energy (eV): -13.29
Calculated total energy (Eh): -1269.82394
HOMO-LUMO gap (eV): 1.6
Total charge: +2

Each line ends with the Löwdin charge.
Positions of all 59 atoms, in Å:
Y -10.251853 8.199595 1.922298  2.1361
C -13.162903 11.359804 0.211307  -0.0506
C -12.104719 11.282206 1.283763  -0.3271
O -11.417603 10.046073 1.360993  -0.3999
H -14.135114 10.922686 0.437616  0.0631
H -12.833407 10.919055 -0.730389  0.0872
H -13.300419 12.432854 0.068513  0.0761
H -12.463337 11.569016 2.279325  0.1068
H -11.395607 12.103365 1.110315  0.1263
C -9.257973 13.600390 -2.702851  -0.1779
C -9.321582 14.066505 -4.142597  -0.1648
C -10.432328 15.124615 -4.008587  -0.1583
O -11.333058 14.588039 -3.036988  -0.1163
C -10.745484 13.523774 -2.331883  -0.2268
H -8.787052 14.446390 -2.191647  0.1190
H -8.697460 12.699133 -2.455197  0.1084
H -9.513146 13.305198 -4.900478  0.1171
H -8.369639 14.520724 -4.424268  0.1175
H -10.984723 15.327775 -4.919967  0.1294
H -9.971617 16.017373 -3.572457  0.1290
H -11.173005 12.599897 -2.753516  0.1215
H -10.898343 13.502134 -1.248656  0.0963
C -13.894065 15.092728 1.820726  -0.1789
C -15.276154 15.754814 1.874552  -0.1485
C -15.772909 15.639687 0.452730  -0.1937
O -14.610849 15.725162 -0.380676  -0.1212
C -13.427076 15.474837 0.441172  -0.1775
H -13.756177 14.025580 1.987157  0.0751
H -13.254903 15.629002 2.528508  0.1212
H -15.169879 16.822932 2.072613  0.1287
H -15.874947 15.298886 2.660913  0.1004
H -16.428073 16.464255 0.180784  0.1286
H -16.254937 14.660072 0.325970  0.1197
H -12.869575 16.407819 0.368370  0.1302
H -12.885759 14.669742 -0.065716  0.0896
O -13.687481 6.897457 -2.706769  0.1145
C -14.562312 7.600514 -2.290153  -0.5005
O -14.975164 8.715420 -2.881121  0.0544
C -15.734357 9.542772 -2.016432  -0.1402
C -16.113250 8.718341 -0.767565  -0.1267
C -15.338851 7.393197 -0.971843  -0.0643
H -16.628216 9.997350 -2.434353  0.1351
H -15.050438 10.336139 -1.713188  0.0997
H -17.161173 8.436219 -0.737648  0.1155
H -15.812073 9.286359 0.108712  0.0860
H -15.975640 6.520239 -1.097990  0.1276
H -14.605257 7.123424 -0.210651  0.1005
O -15.372911 13.550914 6.512799  0.1518
C -15.356498 12.678922 5.696001  -0.4892
O -15.397694 11.393549 6.068946  0.0471
C -15.261825 10.492506 4.988142  -0.1504
C -15.308153 11.364698 3.700007  -0.1317
C -15.349084 12.826736 4.190395  -0.0626
H -16.091304 9.791121 4.888233  0.1272
H -14.307790 9.983493 5.110973  0.1111
H -15.960866 11.145565 2.861408  0.1098
H -14.296524 11.187073 3.306615  0.0672
H -16.258871 13.337054 3.884024  0.1276
H -14.484756 13.442370 3.957882  0.1048

Atomic forces in eV per Å
-3.3 5.1 -1.7
-0.1 0.0 -0.2
-0.1 1.3 0.3
3.3 -5.3 1.7
0.1 -0.1 0.4
0.2 0.2 0.0
-0.2 0.0 -0.3
-0.3 -0.6 0.0
0.4 -0.5 -0.3
-0.2 0.1 0.3
0.4 0.3 -0.5
0.7 -0.7 0.3
-0.8 0.3 0.6
1.0 -0.6 -0.9
-0.1 -0.2 0.5
0.0 -0.1 -0.3
-0.4 -0.1 0.3
-0.1 0.1 -0.1
0.0 0.2 0.0
-0.2 0.2 -0.3
0.0 -0.2 0.2
-0.4 0.6 0.0
0.9 1.6 0.2
0.2 -0.3 0.3
0.1 -0.4 -0.1
0.2 -0.4 0.9
-0.8 0.1 -1.7
-0.7 -0.1 0.1
0.1 -0.4 0.2
0.2 -0.1 0.4
-0.4 0.2 -0.2
-0.2 -0.2 -0.1
-0.2 0.2 -0.3
0.4 -0.1 0.3
0.3 0.2 0.0
0.0 0.1 -0.1
-0.2 -0.6 1.1
-0.2 0.3 -1.0
-0.1 0.4 1.3
0.4 -1.1 -0.4
0.6 0.5 -0.4
0.2 -0.2 -0.8
-0.2 0.2 -0.1
-0.2 0.6 0.1
-0.2 -0.3 0.3
-0.1 0.1 0.0
-0.1 0.1 0.1
0.2 -0.1 -0.4
-0.6 1.2 0.6
-0.1 -1.1 0.3
-1.2 0.5 -1.1
2.6 0.6 -0.3
-0.3 -0.9 0.3
0.1 -0.2 0.9
-0.1 -0.2 -0.1
-0.6 -0.3 0.5
-0.2 0.3 -0.5
0.0 0.1 0.1
-0.1 0.0 -0.3